# 1
{
  "formula": "C40H98BClF3N11O13P5S2",
  "method": "the ωB97M-V functional and the def2-TZVPD basis",
  "total_charge": 1,
  "e_lumo_ev": -2.6,
  "orbital_gap_ev": 6.585,
  "multiplicity": 1,
  "species": ["C", "C", "C", "O", "C", "C", "S", "O", "O", "C", "F", "F", "F", "C", "C", "C", "C", "O", "B", "N", "O", "C", "O", "C", "C", "C", "P", "O", "C", "C", "C", "O", "Cl", "P", "O", "O", "N", "C", "C", "C", "C", "C", "S", "H", "H", "H", "H", "H", "H", "H", "H", "H", "H", "H", "H", "H", "H", "H", "H", "H", "H", "H", "H", "H", "H", "H", "H", "H", "H", "H", "H", "H", "H", "H", "H", "H", "H", "H", "H", "H", "H", "H", "H", "H", "H", "H", "H", "O", "P", "N", "C", "C", "N", "C", "C", "N", "C", "C", "H", "H", "H", "H", "H", "H", "H", "H", "H", "H", "H", "H", "H", "H", "H", "H", "H", "H", "O", "P", "N", "C", "C", "N", "C", "C", "N", "C", "C", "H", "H", "H", "H", "H", "H", "H", "H", "H", "H", "H", "H", "H", "H", "H", "H", "H", "H", "O", "P", "N", "C", "C", "N", "C", "C", "N", "C", "C", "H", "H", "H", "H", "H", "H", "H", "H", "H", "H", "H", "H", "H", "H", "H", "H", "H", "H"],
  "positions_angstrom": [[-4.932, -4.486, -1.144], [-5.232, -3.383, -0.095], [-4.640, -2.038, -0.510], [-3.211, -2.075, -0.556], [-2.673, -0.835, -0.887], [-1.404, -0.824, -1.849], [-2.310, -1.487, -3.375], [-1.402, -1.784, -4.447], [-3.093, -2.675, -3.222], [-3.659, -0.337, -4.004], [-4.840, -0.884, -3.989], [-3.767, 0.874, -3.436], [-3.372, -0.149, -5.285], [-0.442, -1.846, -1.053], [-0.542, -2.305, 0.456], [-0.841, -1.667, 1.823], [-1.194, -2.887, 2.779], [0.255, -1.116, 2.591], [-0.415, -3.409, -1.553], [0.818, -4.250, -1.430], [-1.527, -4.220, -1.793], [0.951, -1.220, -1.572], [1.007, -1.770, -2.875], [2.150, -2.343, -3.476], [1.846, -2.421, -5.012], [1.103, -3.749, -5.392], [2.531, -1.773, -0.664], [2.520, -1.587, 0.804], [0.600, 0.355, -1.440], [1.900, 1.046, -1.938], [2.719, 0.708, -3.170], [2.411, 0.451, -4.251], [4.538, 0.866, -2.987], [0.768, 1.042, 0.392], [-0.569, 1.421, 1.224], [1.550, 2.519, 0.433], [-0.788, 0.551, -2.079], [-1.544, 1.809, -1.716], [-2.690, 2.109, -0.731], [-0.525, 0.858, -3.572], [0.006, 2.193, -4.104], [-0.406, 2.327, -5.620], [0.598, 1.376, -6.785], [-5.715, -5.253, -1.087], [-4.933, -4.066, -2.156], [-3.965, -4.954, -0.928], [-4.925, -3.680, 0.917], [-6.325, -3.252, -0.076], [-5.080, -1.770, -1.486], [-4.956, -1.263, 0.216], [-3.515, -0.242, -1.294], [-2.371, -0.311, 0.033], [-1.290, -3.116, 0.464], [0.383, -2.877, 0.653], [-1.775, -1.087, 1.963], [-0.298, -3.473, 3.003], [-2.036, -3.479, 2.381], [-1.570, -2.424, 3.702], [-0.123, -0.392, 3.109], [0.813, -4.673, -0.506], [0.840, -4.949, -2.163], [-1.771, -4.697, -0.989], [2.379, -3.387, -3.214], [3.120, -1.825, -3.422], [1.177, -1.586, -5.253], [2.779, -2.324, -5.578], [0.810, -4.316, -4.503], [1.733, -4.334, -6.073], [0.218, -3.463, -5.974], [3.602, -0.990, -1.187], [2.858, -3.108, -0.945], [1.727, 2.134, -2.037], [2.649, 0.986, -1.128], [-1.332, 0.848, 1.340], [1.015, 3.221, 0.016], [-0.763, 2.556, -1.505], [-2.020, 2.226, -2.609], [-2.680, 3.191, -0.530], [-3.687, 1.944, -1.168], [-2.763, 1.634, 0.247], [0.065, 0.063, -4.047], [-1.463, 0.802, -4.147], [1.077, 2.406, -4.105], [-0.435, 3.119, -3.694], [-0.258, 3.386, -5.878], [-1.488, 2.156, -5.737], [0.136, 0.105, -6.679], [0.084, 0.618, 6.674], [1.214, 1.609, 6.424], [2.309, 0.997, 7.609], [1.998, 0.982, 9.029], [2.890, -0.281, 7.206], [0.315, 3.030, 6.856], [0.376, 3.680, 8.147], [-1.067, 3.050, 6.378], [2.508, 2.694, 5.947], [3.661, 3.106, 6.723], [2.350, 3.425, 4.705], [2.855, 0.606, 9.592], [1.124, 0.363, 9.263], [1.834, 1.985, 9.415], [3.361, -0.188, 6.221], [2.134, -1.073, 7.150], [3.671, -0.595, 7.901], [-0.074, 3.070, 8.941], [-0.157, 4.634, 8.119], [1.399, 3.937, 8.426], [-1.737, 2.479, 7.034], [-1.134, 2.624, 5.376], [-1.436, 4.077, 6.314], [3.398, 3.397, 7.740], [4.145, 3.971, 6.262], [4.416, 2.319, 6.776], [1.970, 4.435, 4.897], [1.641, 2.913, 4.051], [3.290, 3.498, 4.152], [1.258, -7.112, 5.889], [-0.236, -6.852, 6.012], [-0.110, -5.554, 7.147], [0.460, -5.727, 8.473], [0.408, -4.337, 6.531], [-0.671, -8.401, 6.654], [-0.872, -8.681, 8.058], [0.015, -9.536, 6.033], [-1.938, -6.471, 5.929], [-2.755, -5.750, 6.885], [-2.694, -7.097, 4.851], [0.384, -4.793, 9.035], [1.511, -6.035, 8.444], [-0.104, -6.447, 9.062], [-0.202, -4.064, 5.663], [1.445, -4.459, 6.195], [0.365, -3.494, 7.224], [0.064, -8.631, 8.630], [-1.288, -9.683, 8.191], [-1.606, -8.010, 8.507], [1.016, -9.690, 6.453], [0.123, -9.381, 4.959], [-0.564, -10.453, 6.166], [-2.593, -6.084, 7.910], [-3.817, -5.896, 6.670], [-2.572, -4.674, 6.842], [-3.223, -7.988, 5.208], [-2.030, -7.405, 4.040], [-3.421, -6.406, 4.416], [0.381, 5.762, -7.783], [1.151, 7.076, -7.712], [0.050, 8.064, -8.596], [-0.266, 7.820, -9.994], [-1.169, 8.336, -7.842], [2.563, 6.523, -8.551], [2.851, 6.787, -9.944], [2.963, 5.155, -8.231], [2.032, 8.514, -7.291], [2.020, 9.807, -7.946], [3.048, 8.377, -6.253], [-0.937, 8.598, -10.365], [-0.737, 6.843, -10.156], [0.617, 7.895, -10.625], [-0.921, 8.771, -6.868], [-1.754, 7.424, -7.670], [-1.800, 9.060, -8.360], [2.163, 6.261, -10.617], [3.866, 6.466, -10.190], [2.831, 7.855, -10.169], [2.384, 4.418, -8.803], [2.813, 4.952, -7.170], [4.025, 4.999, -8.436], [2.112, 9.727, -9.030], [2.858, 10.418, -7.602], [1.110, 10.367, -7.719], [4.044, 8.264, -6.694], [2.853, 7.499, -5.634], [3.055, 9.239, -5.583]]
}

=====

# 2
{
  "formula": "F2H2S2Si",
  "method": "the ωB97M-V functional and the def2-TZVPD basis",
  "smiles": "F[Si](=S)S.F",
  "e_above_lowest_kj_mol": 214.0,
  "total_charge": 0,
  "e_lumo_ev": -0.4,
  "orbital_gap_ev": 9.809,
  "multiplicity": 1,
  "species": ["F", "F", "Si", "S", "S", "H", "H"],
  "positions_angstrom": [[-1.711, -1.230, 1.274], [-0.852, 1.477, 0.537], [0.021, 0.442, -0.323], [-0.581, -0.699, -1.827], [1.954, 0.702, 0.557], [-1.443, -1.192, 0.374], [2.612, 0.498, -0.592]]
}

=====

# 3
{
  "formula": "C4H4BrClN2",
  "method": "the ωB97M-V functional and the def2-TZVPD basis",
  "e_above_lowest_kj_mol": 5.0,
  "total_charge": 0,
  "e_lumo_ev": [0.6, -2.1],
  "orbital_gap_ev": [6.722, 7.515],
  "multiplicity": 3,
  "species": ["C", "C", "C", "C", "N", "N", "Cl", "Br", "H", "H", "H", "H"],
  "positions_angstrom": [[-1.321, -0.739, -0.381], [-1.975, 0.185, 0.475], [0.991, -0.137, -0.930], [2.371, -0.079, -0.582], [-0.073, -0.587, -0.655], [-1.355, 1.222, 0.909], [2.818, -1.168, 0.831], [-2.228, 2.380, 2.040], [-1.838, -1.596, -0.779], [-3.008, -0.050, 0.738], [2.600, 0.938, -0.257], [3.020, -0.369, -1.410]]
}

=====

# 4
{
  "formula": "C40H100BN8O20",
  "method": "the ωB97M-V functional and the def2-TZVPD basis",
  "e_above_lowest_kj_mol": 188.4,
  "total_charge": -1,
  "e_lumo_ev": 1.7,
  "orbital_gap_ev": 9.198,
  "multiplicity": 1,
  "species": ["O", "C", "O", "B", "O", "C", "O", "O", "C", "O", "C", "O", "O", "C", "C", "C", "O", "C", "N", "H", "H", "H", "H", "H", "H", "H", "H", "H", "H", "H", "C", "C", "C", "O", "C", "N", "H", "H", "H", "H", "H", "H", "H", "H", "H", "H", "H", "C", "C", "C", "O", "C", "N", "H", "H", "H", "H", "H", "H", "H", "H", "H", "H", "H", "C", "C", "C", "O", "C", "N", "H", "H", "H", "H", "H", "H", "H", "H", "H", "H", "H", "C", "C", "C", "O", "C", "N", "H", "H", "H", "H", "H", "H", "H", "H", "H", "H", "H", "C", "C", "C", "O", "C", "N", "H", "H", "H", "H", "H", "H", "H", "H", "H", "H", "H", "C", "C", "C", "O", "C", "N", "H", "H", "H", "H", "H", "H", "H", "H", "H", "H", "H", "C", "C", "C", "O", "C", "N", "H", "H", "H", "H", "H", "H", "H", "H", "H", "H", "H", "C", "C", "O", "O", "H", "H", "H", "H", "H", "H", "C", "C", "O", "O", "H", "H", "H", "H", "H", "H"],
  "positions_angstrom": [[1.353, -1.997, -3.615], [1.094, -1.496, -2.517], [0.262, -1.908, -1.550], [0.622, -1.307, -0.242], [1.667, -0.365, -0.598], [1.860, -0.386, -1.912], [2.515, 0.460, -2.508], [1.184, -2.242, 0.827], [0.399, -2.346, 1.884], [0.518, -3.117, 2.805], [-0.633, -1.210, 1.780], [-0.460, -0.593, 0.529], [-1.403, -0.949, 2.680], [7.880, -3.440, -0.755], [8.699, -2.972, 0.490], [10.131, -2.601, 0.151], [10.832, -3.658, -0.439], [12.197, -3.369, -0.629], [8.015, -1.870, 1.212], [7.770, -2.652, -1.501], [6.905, -3.877, -0.538], [8.507, -4.098, -1.356], [8.716, -3.625, 1.363], [10.652, -2.508, 1.104], [10.208, -1.635, -0.348], [12.378, -2.536, -1.308], [12.666, -4.277, -1.008], [12.727, -3.178, 0.304], [7.045, -2.040, 1.435], [7.867, -1.031, 0.670], [-3.774, -4.903, -8.267], [-5.045, -5.060, -7.499], [-5.282, -3.896, -6.488], [-6.551, -4.122, -5.916], [-6.782, -3.219, -4.865], [-6.118, -5.174, -8.448], [-2.811, -4.932, -7.757], [-3.754, -3.876, -8.633], [-3.655, -5.605, -9.092], [-4.953, -6.002, -6.957], [-5.155, -2.889, -6.884], [-4.564, -4.059, -5.684], [-6.269, -2.271, -5.023], [-6.676, -3.654, -3.871], [-7.828, -2.914, -4.911], [-6.823, -4.837, -7.808], [-6.290, -6.169, -8.418], [7.234, 4.855, 9.791], [6.455, 3.600, 10.133], [6.118, 2.731, 8.868], [5.190, 1.714, 9.241], [4.752, 0.871, 8.172], [7.257, 2.863, 11.104], [7.448, 5.435, 10.689], [6.660, 5.380, 9.027], [8.124, 4.477, 9.289], [5.529, 3.808, 10.670], [6.955, 2.387, 8.260], [5.473, 3.356, 8.250], [4.986, 1.291, 7.194], [3.666, 0.790, 8.128], [5.166, -0.135, 8.234], [8.079, 2.489, 10.652], [6.739, 2.042, 11.383], [-6.747, 3.583, 2.592], [-6.999, 3.214, 1.029], [-5.886, 3.854, 0.170], [-5.996, 3.323, -1.059], [-4.851, 3.233, -1.949], [-6.962, 1.768, 0.814], [-7.701, 4.011, 2.899], [-6.000, 4.360, 2.753], [-6.502, 2.670, 3.136], [-8.003, 3.544, 0.763], [-4.929, 3.466, 0.516], [-5.972, 4.939, 0.115], [-4.057, 2.564, -1.616], [-4.445, 4.208, -2.219], [-5.286, 2.691, -2.788], [-6.009, 1.650, 1.126], [-7.142, 1.647, -0.173], [-11.118, -6.303, 6.757], [-10.811, -5.067, 7.528], [-9.533, -4.347, 7.008], [-9.470, -4.066, 5.648], [-8.216, -3.814, 5.016], [-12.019, -4.242, 7.408], [-11.889, -6.867, 7.282], [-10.233, -6.938, 6.779], [-11.438, -6.270, 5.715], [-10.716, -5.190, 8.606], [-8.648, -4.903, 7.317], [-9.524, -3.342, 7.429], [-7.559, -4.591, 5.405], [-7.713, -2.904, 5.345], [-8.263, -3.840, 3.928], [-11.951, -3.928, 6.450], [-11.779, -3.503, 8.054], [4.298, 8.005, 2.525], [4.939, 7.050, 1.463], [5.132, 5.594, 2.042], [5.351, 4.689, 0.964], [6.447, 4.871, 0.084], [4.106, 7.033, 0.242], [4.767, 7.737, 3.471], [3.210, 7.941, 2.541], [4.472, 9.055, 2.292], [5.897, 7.505, 1.212], [4.300, 5.326, 2.692], [6.041, 5.655, 2.640], [7.423, 5.107, 0.509], [6.352, 5.678, -0.643], [6.608, 4.034, -0.595], [4.616, 7.576, -0.440], [3.876, 6.119, -0.120], [0.312, 5.435, -8.193], [0.119, 6.944, -8.583], [-0.215, 7.189, -10.086], [0.957, 7.192, -10.940], [0.849, 7.583, -12.312], [-0.995, 7.368, -7.829], [1.145, 4.973, -8.723], [-0.525, 4.738, -8.236], [0.714, 5.320, -7.186], [1.046, 7.493, -8.419], [-0.684, 8.141, -10.334], [-0.919, 6.407, -10.370], [1.789, 7.479, -12.854], [0.383, 8.558, -12.457], [0.219, 6.894, -12.874], [-1.243, 8.332, -8.002], [-0.900, 7.124, -6.854], [-3.392, -7.552, -0.499], [-3.000, -8.234, -1.797], [-1.450, -8.124, -1.847], [-1.152, -8.554, -3.181], [-0.019, -8.035, -3.702], [-3.342, -9.562, -1.552], [-4.478, -7.615, -0.438], [-3.313, -6.480, -0.676], [-2.809, -7.939, 0.336], [-3.395, -7.800, -2.716], [-1.006, -8.821, -1.136], [-0.867, -7.281, -1.476], [-0.086, -8.096, -4.789], [0.973, -8.410, -3.454], [0.070, -6.976, -3.456], [-2.943, -9.939, -2.400], [-2.665, -9.880, -0.873], [8.921, 1.344, -8.215], [7.695, 2.146, -8.469], [7.407, 2.996, -7.402], [10.009, 2.135, -8.910], [8.712, 0.358, -8.631], [9.096, 1.250, -7.143], [6.758, 1.589, -8.463], [7.712, 2.680, -9.419], [6.834, 2.517, -6.798], [10.193, 2.943, -8.426], [-5.487, 0.935, 9.557], [-5.565, 1.496, 11.009], [-4.319, 2.276, 11.095], [-4.796, -0.285, 9.502], [-4.965, 1.619, 8.888], [-6.538, 0.746, 9.336], [-5.499, 0.824, 11.865], [-6.376, 2.191, 11.231], [-3.635, 1.603, 11.061], [-4.474, -0.368, 8.602]]
}

=====

Listing maximum force for the structures above in their given order: 0.137 0.030 0.075 0.092 hartree/bohr.
Listing total energy for the structures above in their given order: -175523.354 -35018.338 -89752.575 -96644.120 eV.